Record 1
Formula: CH2S2
Source: the Open Molecules 2025 dataset
Level of theory: ωB97M-V/def2-TZVPD

## Properties
* E_LUMO: 0.0048 Ha
* max |F|: 0.0858 Eh/bohr
* highest occupied orbital energy: -8.4 eV
* total energy: -835.61735 Eh
* energy above the lowest of the compared OMol25 structures with the same formula, charge and spin: 79.9 kJ/mol
* frontier orbital gap: 8.57 eV
* SMILES: C1SS1

Geometry as ORCA input:
```
! RIJCOSX wB97M-V def2-TZVPD def2/J DEFGRID3
* xyz 0 1
C -0.345 0.030 -0.032
S 1.116 -0.985 -0.018
S 1.224 1.084 0.064
H -0.883 -0.019 -1.042
H -1.111 -0.111 1.029
*
```


Record 2
Formula: C32H33IIrN4O5P
Source: the Open Molecules 2025 dataset
Level of theory: ωB97M-V/def2-TZVPD

## Properties
* E_LUMO (spin up / spin down): -0.3495 / -0.4497 Ha
* max |F|: 0.0279 Eh/bohr
* highest occupied orbital energy (spin up / spin down): -17.0 / -17.0 eV
* total energy: -2576.95152 Eh
* energy above the lowest of the compared OMol25 structures with the same formula, charge and spin: 0.0 kJ/mol
* frontier orbital gap (spin up / spin down): 7.51 / 4.78 eV

Geometry as ORCA input:
```
! RIJCOSX wB97M-V def2-TZVPD def2/J DEFGRID3
* xyz 3 2
Ir 0.171 -1.230 0.557
C -4.094 -2.900 -0.690
O -3.496 -2.983 0.643
C -2.351 -2.426 0.844
O -1.713 -1.789 -0.038
N -1.879 -2.560 2.107
N -0.538 -2.160 2.357
H -5.028 -3.443 -0.602
H -3.432 -3.372 -1.410
H -4.275 -1.860 -0.941
H -2.356 -3.162 2.765
H 0.035 -2.994 2.494
H -0.530 -1.607 3.213
I 2.629 -0.838 1.231
C 3.019 1.208 1.303
C 4.394 1.431 1.123
C 4.947 2.672 1.325
C 4.113 3.721 1.750
C 2.741 3.523 1.919
C 1.985 4.620 2.367
C 0.605 4.510 2.539
C -0.001 3.322 2.216
C 0.709 2.185 1.735
P -0.481 0.885 1.139
C -1.280 1.718 -0.249
C -2.437 1.159 -0.798
C -3.064 1.775 -1.868
C -2.544 2.946 -2.404
C -1.387 3.496 -1.874
C -0.751 2.886 -0.803
C -1.609 0.836 2.569
C -1.048 0.505 3.811
C -1.853 0.401 4.933
C -3.225 0.616 4.823
C -3.779 0.958 3.601
C -2.973 1.079 2.471
C 2.118 2.252 1.642
H 5.037 0.607 0.836
H 6.006 2.837 1.184
H 4.537 4.699 1.943
H 2.491 5.553 2.583
H 0.024 5.350 2.892
H -1.076 3.251 2.307
H -2.851 0.246 -0.398
H -3.964 1.342 -2.284
H -3.039 3.425 -3.238
H -0.968 4.397 -2.300
H 0.180 3.303 -0.452
H 0.027 0.367 3.908
H -1.416 0.169 5.895
H -3.854 0.528 5.699
H -4.842 1.146 3.520
H -3.418 1.372 1.527
C -1.008 -2.728 -3.684
C 0.303 -3.492 -3.538
C 1.446 -2.643 -2.943
C 2.738 -3.495 -2.835
C 3.937 -2.750 -2.263
C 1.722 -1.452 -3.872
O 1.924 -1.601 -5.040
N 1.821 -0.176 -3.295
C 1.438 0.182 -2.030
O 1.622 1.261 -1.524
N 0.873 -0.872 -1.302
C 1.045 -2.154 -1.603
O 0.768 -2.894 -0.594
H -1.785 -3.382 -4.077
H -0.908 -1.894 -4.382
H -1.359 -2.330 -2.725
H 0.651 -3.837 -4.511
H 0.179 -4.366 -2.898
H 2.956 -3.848 -3.843
H 2.498 -4.366 -2.224
H 4.235 -1.909 -2.892
H 4.794 -3.416 -2.188
H 3.735 -2.373 -1.254
H 2.158 0.563 -3.900
*
```


Record 3
Formula: C4H13N2
Source: the Open Molecules 2025 dataset
Level of theory: ωB97M-V/def2-TZVPD

## Properties
* E_LUMO: -0.1233 Ha
* max |F|: 0.1131 Eh/bohr
* highest occupied orbital energy: -13.8 eV
* total energy: -269.41348 Eh
* energy above the lowest of the compared OMol25 structures with the same formula, charge and spin: 229.0 kJ/mol
* frontier orbital gap: 10.47 eV
* SMILES: CCNCC[NH3+]

Geometry as ORCA input:
```
! RIJCOSX wB97M-V def2-TZVPD def2/J DEFGRID3
* xyz 1 1
C -2.415 -0.834 0.863
C -1.414 0.241 0.712
N -0.009 -0.335 0.482
C 1.228 0.517 0.513
C 1.655 0.857 -0.939
N 1.335 -0.340 -1.682
H -2.263 -1.562 0.110
H -3.452 -0.487 0.752
H -2.392 -1.467 1.825
H -1.326 0.851 1.653
H -1.741 1.124 -0.001
H 0.106 -0.981 1.325
H 1.996 -0.049 0.984
H 1.108 1.529 1.110
H 0.970 1.594 -1.287
H 2.608 1.149 -1.230
H 1.305 -0.238 -2.620
H 2.166 -0.895 -1.314
H 0.534 -0.676 -1.255
*
```


Record 4
Formula: CH3BrOS
Source: the Open Molecules 2025 dataset
Level of theory: ωB97M-V/def2-TZVPD

## Properties
* E_LUMO: -0.0304 Ha
* max |F|: 0.0480 Eh/bohr
* highest occupied orbital energy: -9.6 eV
* total energy: -3087.30148 Eh
* energy above the lowest of the compared OMol25 structures with the same formula, charge and spin: 30.5 kJ/mol
* frontier orbital gap: 8.77 eV

Geometry as ORCA input:
```
! RIJCOSX wB97M-V def2-TZVPD def2/J DEFGRID3
* xyz 0 1
C 0.085 0.308 0.169
O -1.679 2.239 -0.297
S -1.593 0.987 0.504
Br -3.299 -0.473 -0.118
H 0.125 -0.798 0.148
H 0.693 0.848 0.930
H 0.356 0.658 -0.902
*
```


Record 5
Formula: C8H10O
Source: the Open Molecules 2025 dataset
Level of theory: ωB97M-V/def2-TZVPD

## Properties
* E_LUMO: 0.0080 Ha
* max |F|: 0.0665 Eh/bohr
* highest occupied orbital energy: -8.9 eV
* total energy: -385.87030 Eh
* energy above the lowest of the compared OMol25 structures with the same formula, charge and spin: 534.3 kJ/mol
* frontier orbital gap: 9.12 eV
* SMILES: C#CC(C)=O.C=C=CC

Geometry as ORCA input:
```
! RIJCOSX wB97M-V def2-TZVPD def2/J DEFGRID3
* xyz 0 1
C -1.317 1.826 -1.412
C -1.064 0.893 -0.677
C -1.286 -0.434 0.051
C -1.685 -0.155 1.493
O -1.711 -1.390 -0.581
H -1.408 2.617 -2.110
H -1.762 -1.097 2.031
H -2.648 0.356 1.496
H -0.956 0.494 1.977
C 1.687 1.706 0.168
C 1.108 0.543 0.062
C 0.944 -0.790 0.230
C 1.248 -1.756 -0.886
H 1.143 2.635 0.092
H 2.756 1.765 0.333
H 1.015 -1.189 1.237
H 1.227 -1.256 -1.852
H 2.221 -2.229 -0.743
H 0.488 -2.538 -0.910
*
```


Record 6
Formula: C5H10MnO2
Source: the Open Molecules 2025 dataset
Level of theory: ωB97M-V/def2-TZVPD

## Properties
* E_LUMO (spin up / spin down): 0.0091 / -0.0125 Ha
* max |F|: 0.0651 Eh/bohr
* highest occupied orbital energy (spin up / spin down): -5.6 / -6.9 eV
* total energy: -1497.77067 Eh
* energy above the lowest of the compared OMol25 structures with the same formula, charge and spin: 111.3 kJ/mol
* frontier orbital gap (spin up / spin down): 5.82 / 6.53 eV

Geometry as ORCA input:
```
! RIJCOSX wB97M-V def2-TZVPD def2/J DEFGRID3
* xyz 0 6
C -2.252 0.887 0.734
O -1.284 1.808 0.183
C 0.027 1.671 0.644
C 0.915 0.914 -0.323
O 0.589 -0.491 -0.338
C 1.469 -1.278 -1.045
C 1.648 -2.562 -0.762
H -2.322 1.018 1.832
H -3.211 1.150 0.255
H 0.085 1.190 1.637
H 0.452 2.682 0.734
H 1.962 1.017 -0.006
H 0.802 1.311 -1.343
H 1.974 -0.761 -1.865
H 0.973 -3.107 -0.102
H 2.454 -3.104 -1.254
H -2.870 -1.296 1.040
Mn -1.411 -1.050 -0.021
*
```


Record 7
Formula: C2H6N4O2
Source: the Open Molecules 2025 dataset
Level of theory: ωB97M-V/def2-TZVPD

## Properties
* E_LUMO: 0.0301 Ha
* max |F|: 0.0786 Eh/bohr
* highest occupied orbital energy: -8.6 eV
* total energy: -449.12824 Eh
* energy above the lowest of the compared OMol25 structures with the same formula, charge and spin: 506.6 kJ/mol
* frontier orbital gap: 9.45 eV
* SMILES: C=NO/C(=N\N)NO

Geometry as ORCA input:
```
! RIJCOSX wB97M-V def2-TZVPD def2/J DEFGRID3
* xyz 0 1
C -2.546 -0.919 -0.065
N -1.571 -0.174 0.209
O -0.412 -0.786 -0.362
C 0.771 -0.144 -0.157
N 1.003 1.086 -0.050
N 0.041 2.105 -0.339
N 1.758 -1.135 -0.196
O 3.021 -0.680 -0.071
H -2.649 -1.811 -0.694
H -3.502 -0.490 0.206
H -0.857 1.862 0.108
H 0.303 2.839 0.318
H 1.635 -1.912 0.520
H 3.005 0.159 0.573
*
```


Record 8
Formula: C4H7AlO3
Source: the Open Molecules 2025 dataset
Level of theory: ωB97M-V/def2-TZVPD

## Properties
* E_LUMO: -0.5309 Ha
* max |F|: 0.0749 Eh/bohr
* highest occupied orbital energy: -16.1 eV
* total energy: -623.80095 Eh
* energy above the lowest of the compared OMol25 structures with the same formula, charge and spin: 623.1 kJ/mol
* frontier orbital gap: 1.63 eV

Geometry as ORCA input:
```
! RIJCOSX wB97M-V def2-TZVPD def2/J DEFGRID3
* xyz 2 1
Al -5.188 -3.712 -2.385
O -3.432 -2.864 -6.681
H -3.340 -2.257 -7.440
O -1.215 -0.629 0.922
C -0.204 0.089 1.101
O -0.234 1.456 0.932
C 0.954 2.083 1.422
C 1.898 0.920 1.365
C 1.096 -0.382 1.620
H 0.824 2.624 2.359
H 1.247 2.817 0.672
H 2.699 1.012 2.099
H 2.343 0.837 0.373
H 1.095 -0.786 2.632
H 1.458 -1.208 1.008
*
```